# 1
DFT (wB97M-V/def2-TZVPD) results for C45H45N9O3STa as an isolated structure at a distorted geometry.

CARTESIAN COORDINATES (ANGSTROEM)
Ta  -0.006713  -0.788096  -0.070786
C  -6.034119  3.764243  2.087387
C  -4.966838  2.710677  1.890168
C  -4.983701  1.503074  2.569340
C  -4.008329  0.547606  2.354758
C  -2.959807  0.674605  1.404879
N  -2.098001  -0.403595  1.156719
C  -2.493361  -1.601318  1.845332
C  -3.711832  -2.292797  1.649328
C  -3.913576  -3.550539  2.197364
C  -2.936276  -4.175389  2.965336
C  -3.105238  -5.600058  3.437779
C  -1.785045  -3.465512  3.255378
C  -1.603636  -2.197911  2.730562
N  -0.450128  -1.457660  3.139301
C  -0.000554  -1.372032  4.411162
C  1.045814  -0.485533  4.427781
C  1.167398  -0.056461  3.101989
N  0.259165  -0.640796  2.327164
C  -2.883601  1.961205  0.833876
C  -3.870729  2.923673  1.081956
N  -1.733084  2.465295  0.112256
C  -1.798189  3.564944  -0.679720
C  -0.561758  4.144291  -0.701319
C  0.223176  3.292088  0.088231
N  -0.469079  2.261029  0.572037
H  -7.011704  3.301817  2.237125
H  -5.826337  4.384935  2.965042
H  -6.103430  4.425499  1.221103
H  -5.761322  1.308776  3.306762
H  -4.041536  -0.350340  2.951342
H  -4.631025  -0.850225  0.792524
H  -4.861217  -4.045751  1.991748
H  -4.155721  -5.892764  3.457720
H  -2.581651  -6.282224  2.759471
H  -2.682711  -5.744199  4.436000
H  -1.012810  -3.907133  3.885652
H  -0.476095  -1.926102  5.208436
H  1.630242  -0.174603  5.283105
H  1.871272  0.642000  2.673583
H  -3.747591  3.911244  0.650207
H  -2.715410  3.855567  -1.170173
H  -0.260096  5.046717  -1.220140
H  1.271809  3.432516  0.343309
O  -1.045254  -2.974861  -0.078188
S  -2.088979  -2.692211  -1.159622
O  -4.720428  -1.806221  0.885387
N  -1.274634  -1.429701  -1.811957
C  -1.877274  -0.701079  -2.843372
C  -2.811386  -1.177024  -3.739108
C  -3.288557  -0.362357  -4.792094
C  -2.827176  0.909561  -4.960518
C  -1.886116  1.426606  -4.037339
C  -1.326525  2.719886  -4.136444
C  -0.394738  3.117339  -3.223363
C  -0.063297  2.247003  -2.165218
N  -0.595424  1.064057  -2.002534
C  -1.452747  0.631151  -2.962221
C  -1.904929  -4.114419  -2.213889
C  -3.036115  -4.906553  -2.361166
C  -2.918479  -6.137955  -2.996336
C  -1.677726  -6.555668  -3.458751
C  -0.550012  -5.750685  -3.298002
C  -0.659835  -4.524700  -2.669285
H  -3.157034  -2.200514  -3.666875
H  -4.015833  -0.774206  -5.483504
H  -3.166941  1.529165  -5.785774
H  -1.632435  3.371522  -4.949832
H  0.076626  4.091869  -3.282952
H  0.675521  2.550774  -1.440017
H  -3.993634  -4.562640  -1.971744
H  -3.788977  -6.772203  -3.118891
H  -1.583119  -7.520779  -3.946887
H  0.414018  -6.093388  -3.654868
H  0.205028  -3.883750  -2.516762
O  1.856989  0.884060  0.584913
C  2.986114  1.192465  -0.228468
C  2.803602  0.805385  -1.668108
C  3.605019  1.360628  -2.657160
C  3.446093  0.924342  -3.960618
C  2.501805  -0.059778  -4.232680
C  1.742402  -0.543167  -3.188834
N  1.886477  -0.108349  -1.929916
H  1.268138  1.644423  0.653424
H  3.816727  0.618016  0.174134
H  3.248848  2.243151  -0.150002
H  4.338461  2.121002  -2.403144
H  4.048813  1.346373  -4.755871
H  2.354460  -0.437051  -5.236691
H  0.976444  -1.301254  -3.348635
C  1.837738  -4.140232  0.915343
C  2.416878  -2.891321  0.237790
C  2.979647  -3.254915  -1.138411
C  3.533368  -2.315793  1.111449
N  1.382824  -1.881049  0.079838
H  2.554401  -4.964450  0.859312
H  0.906529  -4.436058  0.432438
H  1.623315  -3.927574  1.970909
H  3.729320  -4.044103  -1.038908
H  3.447354  -2.380887  -1.603167
H  2.177490  -3.607842  -1.794460
H  4.283827  -3.086487  1.305393
H  3.126019  -1.965885  2.066257
H  4.022404  -1.473509  0.606533

Forces on atoms 1 to 3 (eV/Å):
1.599 -1.277 0.640
0.151 -0.063 0.038
-0.227 0.171 -0.019

Values from the calculation:
**Net charge**: +1
**LUMO energy**: -2.40 eV
**Largest force on an atom**: 2.14 eV/A
**E_HOMO**: -9.2 eV
**Energy**: -79329.61857 eV

Results of the Löwdin charge analysis, in e, for atoms 1 through 99: number 1, Ta, carries 1.8829; number 2, C, carries -0.0452; number 3, C, carries -0.2783; number 4, C, carries -0.0273; number 5, C, carries -0.0341; number 6, C, carries -0.2208; number 7, N, carries -0.0432; number 8, C, carries -0.2547; number 9, C, carries -0.3056; number 10, C, carries 0.0373; number 11, C, carries -0.2578; number 12, C, carries -0.0399; number 13, C, carries 0.0047; number 14, C, carries -0.1536; number 15, N, carries -0.0466; number 16, C, carries -0.0362; number 17, C, carries -0.0323; number 18, C, carries -0.1317; number 19, N, carries -0.0254; number 20, C, carries -0.1011; number 21, C, carries 0.0066; number 22, N, carries -0.0592; number 23, C, carries -0.0665; number 24, C, carries -0.0707; number 25, C, carries -0.1949; number 26, N, carries 0.0715; number 27, H, carries 0.0796; number 28, H, carries 0.0845; number 29, H, carries 0.0761; number 30, H, carries 0.1259; number 31, H, carries 0.1164; number 32, H, carries 0.0852; number 33, H, carries 0.1341; number 34, H, carries 0.0784; number 35, H, carries 0.0868; number 36, H, carries 0.0807; number 37, H, carries 0.1261; number 38, H, carries 0.1357; number 39, H, carries 0.1060; number 40, H, carries 0.1041; number 41, H, carries 0.1114; number 42, H, carries 0.1483; number 43, H, carries 0.1279; number 44, H, carries 0.1341; number 45, O, carries -0.5431; number 46, S, carries 0.9768; number 47, O, carries 0.0581; number 48, N, carries -0.3507; number 49, C, carries -0.2953; number 50, C, carries -0.0091; number 51, C, carries -0.0588; number 52, C, carries -0.0347; number 53, C, carries -0.1455; number 54, C, carries 0.0141; number 55, C, carries -0.0401; number 56, C, carries -0.1929; number 57, N, carries 0.0770; number 58, C, carries -0.1799; number 59, C, carries -0.3756; number 60, C, carries -0.0822; number 61, C, carries -0.0636; number 62, C, carries -0.0613; number 63, C, carries -0.0593; number 64, C, carries -0.0646; number 65, H, carries 0.0969; number 66, H, carries 0.1136; number 67, H, carries 0.1180; number 68, H, carries 0.1272; number 69, H, carries 0.1172; number 70, H, carries 0.0718; number 71, H, carries 0.1164; number 72, H, carries 0.1117; number 73, H, carries 0.1118; number 74, H, carries 0.1111; number 75, H, carries 0.0901; number 76, O, carries -0.1855; number 77, C, carries -0.1413; number 78, C, carries -0.2766; number 79, C, carries -0.0042; number 80, C, carries -0.0354; number 81, C, carries -0.0307; number 82, C, carries -0.1190; number 83, N, carries 0.0487; number 84, H, carries 0.0057; number 85, H, carries 0.1228; number 86, H, carries 0.1290; number 87, H, carries 0.1250; number 88, H, carries 0.1172; number 89, H, carries 0.1155; number 90, H, carries 0.1106; number 91, C, carries -0.0363; number 92, C, carries -0.6697; number 93, C, carries -0.0402; number 94, C, carries -0.0364; number 95, N, carries -0.1722; number 96, H, carries 0.0880; number 97, H, carries 0.0664; number 98, H, carries 0.0832; number 99, H, carries 0.0913



# 2
DFT (wB97M-V/def2-TZVPD) results for C45H46BBr2CaN6O5S as an isolated structure at a distorted geometry.

CARTESIAN COORDINATES (ANGSTROEM)
Ca  0.026849  -0.927492  0.542029
O  -2.195074  -4.264714  2.092023
C  -1.733522  -3.144419  1.831363
N  -0.482739  -2.705347  1.765850
C  0.694289  -3.460466  1.985190
C  0.725479  -4.832868  2.259520
C  1.930732  -5.504469  2.435758
C  3.131433  -4.817511  2.335933
C  3.127592  -3.454996  2.059194
C  1.940136  -2.743908  1.887909
N  1.915901  -1.322974  1.703769
C  2.873943  -0.681889  1.005878
O  3.719842  -1.197706  0.249904
C  2.839408  0.913941  1.100322
C  4.207048  1.407548  0.672030
C  4.534241  2.614042  0.191829
C  3.725294  3.803710  -0.085584
C  2.370559  3.891931  -0.076230
N  1.505639  2.884791  0.119250
C  -2.754284  -2.005711  1.555525
C  -4.080771  -2.194635  1.896212
C  -4.986547  -1.173213  1.660313
C  -4.547242  0.009042  1.084695
C  -3.207435  0.119129  0.761227
N  -2.324239  -0.865403  0.983720
H  -0.218833  -5.353457  2.329798
H  1.922844  -6.568821  2.644405
H  4.075851  -5.333703  2.467981
H  4.059557  -2.912241  1.979254
H  4.994988  0.671568  0.757341
H  5.593690  2.742415  -0.015656
H  4.260077  4.716866  -0.310044
H  1.905082  4.862915  -0.220877
H  -4.359209  -3.143293  2.334580
H  -6.029975  -1.295315  1.930507
H  -5.219244  0.833916  0.885103
H  -2.820194  1.027371  0.310095
Br  -1.621864  0.073912  -2.491441
C  -2.626992  -1.361842  -3.226546
Br  -2.906198  -2.844163  -2.038367
H  -2.127184  -1.707977  -4.118766
H  -3.609598  -0.969573  -3.439033
N  0.900080  -2.309289  -1.112810
S  0.882233  -3.360111  -2.280046
C  2.383694  -3.208855  -3.219566
C  2.426025  -3.778564  -4.486108
C  3.567330  -3.630611  -5.259281
C  4.648706  -2.906521  -4.764002
C  4.585581  -2.333901  -3.499476
C  3.445349  -2.476093  -2.711717
C  1.119669  -4.985636  -1.609553
C  -0.034104  -5.741527  -1.448780
C  0.047276  -6.989373  -0.846402
C  1.275673  -7.462885  -0.407966
C  2.422538  -6.690248  -0.558480
C  2.351742  -5.443615  -1.158658
H  1.727100  -2.468338  -0.517978
H  1.574922  -4.338057  -4.861405
H  3.609617  -4.068885  -6.248972
H  5.537463  -2.783326  -5.371670
H  5.421689  -1.762503  -3.114198
H  3.396994  -2.016608  -1.724942
H  -0.988369  -5.345256  -1.774434
H  -0.850464  -7.578974  -0.707429
H  1.338178  -8.430821  0.075183
H  3.374948  -7.051181  -0.190760
H  3.239057  -4.829064  -1.252407
C  -4.933813  6.152297  2.189027
C  -4.855633  6.170075  0.662652
C  -6.233462  5.781755  0.112358
C  -4.529407  7.601411  0.212930
C  -3.777010  5.212119  0.133604
C  -3.655850  5.003528  -1.238902
C  -2.647904  4.194999  -1.789974
C  -1.759096  3.602065  -0.923611
O  -0.711293  2.791350  -1.194742
B  0.001957  2.561703  0.081476
O  -0.906361  3.102780  1.098498
C  -1.872567  3.790806  0.447614
C  -2.856422  4.583909  0.994444
H  -5.734412  6.821182  2.518243
H  -4.004425  6.496384  2.649610
H  -5.150782  5.150843  2.572167
H  -7.000641  6.463459  0.496040
H  -6.498299  4.764039  0.412778
H  -6.264430  5.825651  -0.978305
H  -5.265912  8.309980  0.609404
H  -4.530200  7.679921  -0.877396
H  -3.539137  7.898704  0.567816
H  -4.353109  5.483452  -1.916202
H  -2.567775  4.041610  -2.860673
H  -2.902010  4.694447  2.070840
C  3.249871  2.492109  3.018293
N  2.570821  1.308706  2.503161
C  1.198317  1.315126  3.008620
C  1.814132  1.478085  0.019725
C  2.161920  1.062596  -1.405054
O  0.391160  1.130242  0.243394
H  3.074305  2.521247  4.095717
H  2.882090  3.436265  2.593313
H  4.322341  2.449219  2.860403
H  1.252798  1.411460  4.096092
H  0.700857  0.370752  2.816449
H  0.589911  2.142765  2.635800
H  3.130152  1.458396  -1.698980
H  1.393034  1.471646  -2.062786
H  2.184007  -0.021865  -1.517953

Forces on atoms 1 to 3 (eV/Å):
-0.979 -0.292 -0.812
-0.083 0.063 -0.042
0.132 0.084 0.118

Values from the calculation:
**Net charge**: -1
**LUMO energy**: 1.94 eV
**Largest force on an atom**: 1.47 eV/A
**E_HOMO**: -4.4 eV
**Energy**: -236633.21466 eV

Results of the Löwdin charge analysis, in e, for atoms 1 through 99: number 1, Ca, carries 1.3163; number 2, O, carries -0.0143; number 3, C, carries -0.5018; number 4, N, carries -0.0478; number 5, C, carries -0.2076; number 6, C, carries -0.0288; number 7, C, carries -0.1349; number 8, C, carries -0.1245; number 9, C, carries -0.0393; number 10, C, carries -0.2278; number 11, N, carries -0.0354; number 12, C, carries -0.4640; number 13, O, carries -0.0343; number 14, C, carries -0.2287; number 15, C, carries -0.0660; number 16, C, carries -0.1267; number 17, C, carries -0.1063; number 18, C, carries -0.1054; number 19, N, carries 0.1531; number 20, C, carries -0.2049; number 21, C, carries -0.0158; number 22, C, carries -0.0619; number 23, C, carries -0.0586; number 24, C, carries -0.1301; number 25, N, carries 0.0045; number 26, H, carries 0.0911; number 27, H, carries 0.0912; number 28, H, carries 0.0895; number 29, H, carries 0.1042; number 30, H, carries 0.1079; number 31, H, carries 0.0939; number 32, H, carries 0.0737; number 33, H, carries 0.1266; number 34, H, carries 0.1124; number 35, H, carries 0.1033; number 36, H, carries 0.1025; number 37, H, carries 0.0983; number 38, Br, carries 0.7604; number 39, C, carries -1.0609; number 40, Br, carries 0.6367; number 41, H, carries -0.0042; number 42, H, carries -0.0120; number 43, N, carries -0.4061; number 44, S, carries 0.9975; number 45, C, carries -0.3999; number 46, C, carries -0.0909; number 47, C, carries -0.0892; number 48, C, carries -0.0870; number 49, C, carries -0.0568; number 50, C, carries -0.0638; number 51, C, carries -0.3750; number 52, C, carries -0.0841; number 53, C, carries -0.0717; number 54, C, carries -0.0842; number 55, C, carries -0.0816; number 56, C, carries -0.0554; number 57, H, carries -0.0097; number 58, H, carries 0.1091; number 59, H, carries 0.0992; number 60, H, carries 0.0987; number 61, H, carries 0.1110; number 62, H, carries 0.0785; number 63, H, carries 0.0761; number 64, H, carries 0.1059; number 65, H, carries 0.1033; number 66, H, carries 0.1088; number 67, H, carries 0.1178; number 68, C, carries -0.0784; number 69, C, carries -0.5666; number 70, C, carries -0.0613; number 71, C, carries -0.0554; number 72, C, carries -0.1862; number 73, C, carries -0.0570; number 74, C, carries 0.0085; number 75, C, carries -0.2416; number 76, O, carries 0.0932; number 77, B, carries -0.9041; number 78, O, carries 0.1557; number 79, C, carries -0.2169; number 80, C, carries 0.0570; number 81, H, carries 0.0799; number 82, H, carries 0.0820; number 83, H, carries 0.0878; number 84, H, carries 0.0794; number 85, H, carries 0.0870; number 86, H, carries 0.0699; number 87, H, carries 0.0792; number 88, H, carries 0.0775; number 89, H, carries 0.0886; number 90, H, carries 0.0965; number 91, H, carries 0.1126; number 92, H, carries 0.1125; number 93, C, carries -0.0968; number 94, N, carries -0.1418; number 95, C, carries -0.0772; number 96, C, carries -0.3432; number 97, C, carries 0.0382; number 98, O, carries -0.1473; number 99, H, carries 0.0759